65
Properties=species:S:1:pos:R:3 method="wB97M-V/def2-TZVPD" homo_ev=-4.8 charge=-1 max_force_ha_per_bohr=0.024 lumo_energy_ev=1.980 gap_ev=6.79
Mg 0.12324 0.55901 -1.27161
C 0.96126 -5.25429 2.83187
O 1.63912 -4.61633 3.90073
C 2.64329 -3.76401 3.55791
C 3.25482 -3.08143 4.59956
C 4.26964 -2.17741 4.33456
C 4.67191 -1.91433 3.03200
C 4.08847 -2.63533 1.99873
C 3.07911 -3.55884 2.25243
N 5.78042 -1.00321 2.83811
N 5.78567 -0.17530 1.90062
C 4.67610 -0.00634 1.01256
C 5.00114 0.20000 -0.31167
C 4.06414 0.17721 -1.34613
C 2.70605 -0.01559 -1.07552
O 1.78791 -0.16193 -1.95870
C 2.33583 -0.04793 0.34407
N 0.98788 -0.06276 0.59029
C 0.56998 -0.08911 1.83884
C 1.45638 -0.05450 2.92366
C 2.80367 -0.01416 2.68932
C 3.29785 -0.04864 1.36961
H 0.17265 -5.85097 3.28030
H 1.62969 -5.90910 2.26711
H 0.51782 -4.52394 2.15131
H 2.91937 -3.27010 5.61336
H 4.75475 -1.64657 5.14786
H 4.41103 -2.46563 0.97872
H 2.63711 -4.09418 1.42354
H 6.05698 0.31338 -0.53956
H 4.36614 0.29231 -2.37987
H -0.50087 -0.11255 2.00271
H 1.06659 -0.03841 3.93402
H 3.49552 0.05835 3.51951
O -1.46841 1.42611 0.06211
C -2.19247 2.48253 -0.48089
C -3.56869 2.52827 -0.28261
C -4.31192 3.57359 -0.80529
C -3.68137 4.58987 -1.51375
C -2.30783 4.53226 -1.69791
C -1.53850 3.48156 -1.20486
C -0.03820 3.48416 -1.51651
O 0.44136 4.51738 -1.96875
O 0.57720 2.37879 -1.30084
H -2.09314 0.71027 0.27155
H -4.05047 1.72766 0.26969
H -5.38527 3.59259 -0.65475
H -4.25575 5.41841 -1.91606
H -1.77548 5.29941 -2.24739
O -2.96588 -2.48922 -1.90931
S -2.84115 -1.10496 -1.55315
O -2.97171 -0.79663 -0.13498
N -1.47315 -0.42956 -2.12664
C -1.72182 0.39357 -3.20590
S -0.54567 1.08425 -4.12828
C -3.19662 0.61955 -3.40439
C -3.82460 1.47015 -4.29406
C -5.21192 1.53921 -4.26681
C -5.95500 0.76680 -3.37250
C -5.32625 -0.09170 -2.48340
C -3.94558 -0.13302 -2.51956
H -3.22578 2.06427 -4.97376
H -5.72743 2.20766 -4.94577
H -7.03596 0.84143 -3.36706
H -5.89320 -0.69201 -1.77843

18
Properties=species:S:1:pos:R:3 method="wB97M-V/def2-TZVPD" homo_ev=-9.3 max_force_ha_per_bohr=0.023 lumo_energy_ev=0.634 gap_ev=9.95
C -2.20699 0.89020 2.40362
N -1.36406 0.69805 1.35791
C -0.32341 -0.34594 1.45420
C 0.88617 -0.09060 0.55384
C -1.73997 1.33192 0.11803
O -3.21862 1.54372 2.33213
H -1.91235 0.43513 3.35446
H 0.03819 -0.48271 2.47558
H -0.84079 -1.30616 1.31309
H 1.52717 0.60635 1.08480
H 0.52796 0.15358 -0.43777
H 1.51022 -0.95695 0.30699
H -2.48864 0.82641 -0.48666
H -0.88681 1.61902 -0.47907
H -2.15679 2.30389 0.38238
H 3.94378 -2.89120 -5.77625
H 4.10279 -1.82431 -4.77321
O 4.60214 -2.51039 -5.18408

5
Properties=species:S:1:pos:R:3 method="wB97M-V/def2-TZVPD" homo_ev="-6.0 / -9.3" max_force_ha_per_bohr=0.012 lumo_energy_ev="0.223 / -3.989" multiplicity=3 s_squared=2.014 gap_ev="6.22 / 5.32"
C 0.02853 0.13646 -0.05712
I -1.52870 0.19167 1.36873
I 1.81658 -0.83002 0.51788
H 0.23512 1.12356 -0.45699
H -0.55153 -0.62168 -1.37251